Record 1
Density functional theory data (the ωB97M-V functional and the def2-TZVPD basis) for a structure of composition C22H42Cl3N2O4SSiTi.

Expectation value of S²: 2.0080
Strongest force on any atom: 4.36 eV Å⁻¹
Net charge: -1
Highest occupied orbital energy (spin up / spin down): -0.04730 / -0.04736 Eh
Multiplicity: 3

Geometry as XYZ:
```
76
C22H42Cl3N2O4SSiTi (the ωB97M-V functional and the def2-TZVPD basis)
C -0.3680 4.2970 0.3126
C -1.3715 3.2714 -0.1669
H -0.8196 5.2942 0.3614
H 0.5343 4.3272 -0.3259
H -0.0461 4.0146 1.3245
C -2.4293 3.6127 -1.0145
C -2.4077 4.8145 -1.8439
H -3.2920 2.9679 -1.0502
H -1.3968 5.0018 -2.2246
H -2.7058 5.7150 -1.2957
H -3.0920 4.7157 -2.6895
Ti 1.6289 -1.4000 0.0444
Cl 1.3552 -0.6537 2.3249
Cl 3.7036 -1.6987 -0.7894
C -1.2472 -2.2733 1.1569
O -0.4980 -1.9507 0.2035
N -2.2852 -3.1058 0.9999
C -2.6611 -3.5818 -0.3278
C -3.1381 -3.5092 2.1131
H -1.0616 -1.9022 2.1772
H -1.7693 -3.7334 -0.9387
H -3.3301 -2.8632 -0.8207
H -3.1968 -4.5273 -0.1936
H -2.6682 -3.2271 3.0621
H -3.2862 -4.5990 2.0855
H -4.1298 -3.0340 2.0524
H 0.5014 2.3270 -2.6404
H -2.1499 1.5080 -3.5192
C 0.6635 1.4620 -3.3044
C -1.5892 0.6339 -3.8812
N -0.3817 0.4621 -3.0877
H 1.6618 1.0542 -3.1209
C -0.2729 -0.5698 -2.2478
O 0.8263 -0.9770 -1.7693
H -2.2050 -0.2656 -3.7823
H -1.2212 -1.0479 -1.9708
H 0.5897 1.8228 -4.3379
H -1.3307 0.7926 -4.9392
O -0.6095 2.0689 -0.5286
C -1.4121 1.9101 0.6465
C -3.0212 0.4414 -0.6460
C -2.5469 0.9886 0.5595
H -2.4932 0.6442 -1.5819
C -4.1809 -0.3463 -0.6753
H -0.8653 1.9099 1.5898
C -3.2101 0.5998 1.7512
H -4.5661 -0.7476 -1.6240
C -4.8920 -0.6005 0.5051
C -4.3838 -0.1474 1.7281
H -2.8170 0.9693 2.6904
H -5.8280 -1.1771 0.4810
H -4.9121 -0.3670 2.6607
Si 4.0136 1.4633 0.4282
Cl 1.8540 0.9718 -0.1981
C 5.0495 1.4103 -1.1223
C 4.6409 0.2252 1.6946
C 3.8198 3.1737 1.1396
H 4.4291 1.5434 -2.0143
H 5.5939 0.4632 -1.2215
H 5.7924 2.2194 -1.1090
H 3.7554 3.8941 0.3123
H 4.6852 3.4365 1.7717
H 2.8991 3.1998 1.7330
H 3.8279 -0.1292 2.3445
H 5.3961 0.7031 2.3423
H 5.1107 -0.6569 1.2385
C 2.7793 -5.2794 1.1296
S 2.0171 -3.9795 2.1177
C 3.4152 -3.1929 2.9341
O 1.8261 -3.0655 0.8580
H 3.1331 -6.0676 1.7925
H 3.5855 -4.8581 0.5116
H 1.9810 -5.6643 0.4781
H 3.8032 -3.9365 3.6431
H 4.1875 -2.8734 2.2148
H 3.0286 -2.3217 3.4882
```

Atom charges from the Löwdin analysis, given in e for atoms 1 to 5: -0.03, -0.47, 0.07, 0.08, 0.07

***

Record 2
Density functional theory data (the ωB97M-V functional and the def2-TZVPD basis) for a cluster of 3 separate species, C22H42ClF17N6O5P4 in total.

Strongest force on any atom: 7.19 eV Å⁻¹
Highest occupied orbital energy: -0.29329 Eh
SMILES string: O=P(O)(O)P(Cl)CCC(F)(F)C(F)(F)C(F)(F)C(F)(F)C(F)(F)C(F)(F)C(F)(F)C(F)(F)F.CN(C)P(=O)(N(C)C)N(C)C.CN(C)P(=O)(N(C)C)N(C)C

Geometry as XYZ:
```
97
C22H42ClF17N6O5P4 (the ωB97M-V functional and the def2-TZVPD basis)
O 4.4793 3.4287 -0.5179
P 3.8453 3.5695 -1.8295
O 4.3163 2.3990 -2.8516
O 4.3188 4.9789 -2.4758
P 1.6512 3.4002 -1.7711
Cl 1.1316 4.2716 0.0350
C 1.3689 1.5585 -1.7308
C -0.0481 1.1925 -1.1814
C -1.0258 0.9068 -2.3315
F -0.5555 -0.0586 -3.1374
F -1.0976 2.0536 -3.0498
C -2.4054 0.4909 -1.7484
F -2.1928 -0.7068 -1.1376
F -2.6976 1.3758 -0.7680
C -3.5568 0.2824 -2.8021
F -3.1958 0.6164 -4.0340
F -3.7972 -1.0406 -2.8479
C -4.9534 0.9164 -2.4273
F -5.8240 0.3720 -3.2917
F -5.3542 0.4962 -1.2178
C -5.0110 2.4802 -2.6496
F -5.5589 2.6684 -3.8549
F -3.7618 2.9692 -2.7575
C -5.7184 3.3107 -1.5515
F -4.9590 3.1855 -0.4348
F -6.9109 2.8273 -1.2246
C -5.8140 4.8427 -1.8083
F -6.4044 5.3524 -0.7076
F -4.6330 5.4357 -1.8895
C -6.6967 5.2889 -3.0275
F -7.1671 6.4985 -2.7642
F -7.6808 4.4779 -3.3070
F -5.8963 5.4450 -4.0778
H 5.2858 2.3329 -2.7526
H 3.8956 5.1254 -3.3385
H 1.5088 1.1995 -2.7564
H 2.0960 1.1284 -1.0292
H -0.3754 2.0645 -0.6024
H -0.0216 0.3228 -0.5182
C -6.0459 0.1421 5.0317
N -5.7341 -0.3121 3.6848
C -5.9477 0.7956 2.7504
P -4.2501 -1.1425 3.3388
O -3.3535 -0.0120 3.8299
N -3.7973 -2.2951 4.5475
C -4.5481 -2.5605 5.7501
C -2.3651 -2.3932 4.8134
N -5.1954 -2.4107 2.6094
C -6.6376 -2.5721 2.6195
C -4.4790 -3.5168 1.9911
H -6.9275 0.7865 5.0207
H -5.2249 0.6996 5.4965
H -6.3180 -0.6918 5.6767
H -5.7394 0.4758 1.7235
H -5.3012 1.6505 2.9792
H -6.9906 1.1208 2.7759
H -4.4658 -1.7411 6.4763
H -4.1842 -3.4717 6.2333
H -5.6012 -2.7471 5.5321
H -2.0182 -1.6116 5.5018
H -1.7950 -2.3037 3.8880
H -2.1227 -3.3697 5.2412
H -7.0290 -2.6244 3.6370
H -6.9268 -3.4973 2.1137
H -7.1427 -1.7646 2.0889
H -4.5517 -4.4175 2.6087
H -3.4220 -3.2782 1.8667
H -4.8715 -3.7383 0.9946
C 9.5892 -0.8502 -2.1969
N 8.7664 -0.6480 -1.0141
C 8.9801 0.7097 -0.5100
P 7.0824 -1.0523 -1.0264
O 6.6546 -0.1166 -2.1475
N 6.6897 -2.5280 -1.8342
C 7.6532 -3.3884 -2.4772
C 5.4359 -2.5197 -2.5823
N 7.2939 -1.9684 0.4315
C 8.5356 -2.2942 1.1083
C 6.1136 -2.5827 1.0219
H 10.5679 -0.3850 -2.0631
H 9.1393 -0.4369 -3.1072
H 9.8015 -1.9072 -2.3547
H 8.3840 0.8796 0.3926
H 8.6996 1.4695 -1.2482
H 10.0264 0.8539 -0.2311
H 8.0325 -2.9558 -3.4127
H 7.2015 -4.3551 -2.7164
H 8.4923 -3.6143 -1.8160
H 5.5502 -2.0665 -3.5756
H 4.6701 -1.9605 -2.0436
H 5.0579 -3.5383 -2.7032
H 9.2176 -2.8418 0.4556
H 8.3461 -2.9251 1.9804
H 9.0431 -1.4040 1.4810
H 6.1204 -3.6654 0.8618
H 5.2007 -2.1827 0.5794
H 6.0567 -2.3841 2.0956
```

Atom charges from the Löwdin analysis, given in e for atoms 1 to 5: -0.33, 0.25, -0.19, -0.17, 0.50

***

Record 3
Density functional theory data (the ωB97M-V functional and the def2-TZVPD basis) for a cluster of 10 separate species, C22H42N10O22 in total.

Strongest force on any atom: 3.62 eV Å⁻¹
Highest occupied orbital energy: -0.32794 Eh
SMILES string: CCCOc1ccc(CCO)c2c1C(=O)NC2=O.C[N+](=O)[O-].C[N+](=O)[O-].C[N+](=O)[O-].C[N+](=O)[O-].C[N+](=O)[O-].C[N+](=O)[O-].C[N+](=O)[O-].C[N+](=O)[O-].C[N+](=O)[O-]

Geometry as XYZ:
```
96
C22H42N10O22 (the ωB97M-V functional and the def2-TZVPD basis)
C -1.0385 -1.8908 1.3532
C -0.6058 -2.6039 0.0107
C -1.1407 -1.9299 -1.3010
O -0.8077 -0.5333 -1.4440
C -1.7739 0.3172 -0.9433
C -3.1924 0.3194 -1.2911
C -4.1188 1.2883 -0.6787
C -3.6906 2.3098 0.3091
C -4.6837 3.3287 1.0156
C -6.1174 2.6474 1.0904
O -6.0269 1.3616 1.7346
C -2.2498 2.3331 0.6204
C -1.3318 1.3532 0.0024
C 0.1024 1.5868 0.5311
O 1.0671 0.9289 0.2282
N -0.0455 2.6808 1.4329
C -1.3635 3.2402 1.5448
O -1.5911 4.2201 2.2034
H -2.0421 -1.3995 1.2073
H -0.3098 -1.0511 1.5502
H -1.1012 -2.5841 2.2354
H 0.5041 -2.7663 0.0323
H -1.0624 -3.6400 0.0392
H -0.6357 -2.4575 -2.1610
H -2.2348 -2.1605 -1.4146
H -3.5969 -0.4315 -2.0042
H -5.2043 1.2519 -0.9424
H -4.3107 3.4560 2.0742
H -4.7139 4.3207 0.5127
H -6.4766 2.5150 0.0310
H -6.8273 3.2935 1.6736
H -6.3477 0.6821 1.1185
H 0.4190 2.3855 2.2974
C 2.8021 0.4649 3.2851
N 1.8245 -0.3045 4.0981
O 2.0477 -1.4885 4.2728
O 0.8664 0.3070 4.5323
H 3.5914 -0.1991 2.9684
H 2.2670 0.8657 2.4258
H 3.1969 1.2614 3.9122
C -3.4370 6.9016 1.7256
N -4.6458 7.0588 2.5722
O -4.6939 8.0132 3.3237
O -5.4998 6.2076 2.4443
H -2.7534 7.7188 1.9380
H -2.9854 5.9436 1.9728
H -3.7572 6.9269 0.6857
C 7.0521 -1.3092 3.1744
N 6.6275 -0.0513 2.5039
O 7.4392 0.5089 1.7967
O 5.4882 0.3281 2.7148
H 8.0805 -1.5220 2.8973
H 6.9651 -1.1538 4.2475
H 6.3882 -2.1017 2.8354
C 9.0957 3.4520 0.9218
N 10.0679 4.1388 1.8139
O 10.0813 3.8116 2.9856
O 10.7810 4.9809 1.3042
H 8.5310 2.7325 1.5072
H 8.4381 4.2124 0.5064
H 9.6640 2.9525 0.1404
C -4.3629 5.5536 -3.4812
N -4.5632 4.4456 -2.5094
O -4.0750 4.5733 -1.4010
O -5.2034 3.4872 -2.8937
H -3.7784 6.3350 -3.0040
H -3.8341 5.1450 -4.3395
H -5.3461 5.9238 -3.7633
C 1.4872 -4.6486 5.6249
N 2.0446 -5.9292 5.1123
O 2.7308 -5.8803 4.1084
O 1.7726 -6.9360 5.7367
H 1.8090 -3.8409 4.9740
H 0.4032 -4.7380 5.6215
H 1.8679 -4.5060 6.6338
C 0.4345 -4.3493 -5.6033
N -0.8052 -4.2377 -4.7889
O -0.8959 -3.2887 -4.0344
O -1.6416 -5.1080 -4.9372
H 1.0840 -3.5103 -5.3671
H 0.9117 -5.2922 -5.3458
H 0.1410 -4.3290 -6.6507
C 2.9609 -0.6697 -1.8827
N 3.3749 -1.1945 -3.2119
O 4.4008 -0.7560 -3.6946
O 2.6512 -2.0305 -3.7230
H 3.6932 0.0609 -1.5514
H 1.9824 -0.2084 -2.0010
H 2.9189 -1.5122 -1.1958
C -3.5014 -7.7279 -5.7878
N -3.0507 -8.2111 -7.1206
O -2.0346 -7.7241 -7.5795
O -3.7343 -9.0616 -7.6566
H -2.8011 -6.9765 -5.4320
H -4.4945 -7.3018 -5.9122
H -3.5211 -8.5848 -5.1179
```

Atom charges from the Löwdin analysis, given in e for atoms 1 to 5: -0.09, -0.20, -0.19, -0.06, -0.20

***

Record 4
Density functional theory data (the ωB97M-V functional and the def2-TZVPD basis) for a structure of composition C22H43CoN2P3Se.

Expectation value of S²: 6.0452
Strongest force on any atom: 4.13 eV Å⁻¹
Net charge: +3
Highest occupied orbital energy (spin up / spin down): -0.54825 / -0.54800 Eh
Multiplicity: 5

Geometry as XYZ:
```
72
C22H43CoN2P3Se (the ωB97M-V functional and the def2-TZVPD basis)
Co 0.2058 -0.6994 -1.6846
P -1.0062 -0.5389 0.8940
P 1.4388 -2.5275 -1.0317
P -1.7585 -0.9803 -2.4857
H 0.5832 2.6550 -0.3350
C -0.3944 3.1598 -0.3823
C -1.0430 3.4899 0.7449
H -0.4825 3.5570 1.6959
C -0.3781 0.3621 2.3363
C -1.2459 -2.2326 1.5303
C -2.6971 0.1228 0.8423
C 2.8945 -2.8340 -2.0771
C 2.2434 -2.6961 0.6036
C 0.4647 -4.0933 -1.1501
C -2.7745 0.5712 -2.5327
C -2.8662 -2.3070 -1.8264
C -1.6277 -1.4029 -4.2511
H -0.7866 3.3830 -1.3615
H -2.0681 3.8477 0.7660
H 0.0978 1.2929 2.0193
H 0.3545 -0.2431 2.8846
H -1.2286 0.5856 2.9978
H -0.3034 -2.6808 1.8636
H -1.7111 -2.8899 0.7902
H -1.9199 -2.1602 2.3960
H -2.6748 1.1264 0.4131
H -3.0436 0.1711 1.8789
H -3.3549 -0.5213 0.2551
H 3.6544 -3.4351 -1.5392
H 3.3339 -1.8767 -2.3633
H 2.5644 -3.3775 -2.9650
H 2.8447 -3.6020 0.6501
H 1.4998 -2.7158 1.3991
H 2.9077 -1.8417 0.7628
H 1.1139 -4.9750 -1.1306
H -0.0947 -4.0904 -2.0927
H -0.2470 -4.1623 -0.3162
H -3.4002 0.5993 -3.4345
H -2.0784 1.4201 -2.5471
H -3.4223 0.6478 -1.6482
H -3.6736 -2.5317 -2.5358
H -3.3155 -2.0178 -0.8704
H -2.2735 -3.2189 -1.6647
H -2.6257 -1.4718 -4.7084
H -1.1309 -2.3756 -4.3479
H -1.0143 -0.6346 -4.7435
C 1.3677 2.2846 -3.9318
C 0.9598 3.6124 -3.6807
C 1.3987 4.6707 -4.4970
C 2.1774 4.4241 -5.6277
C 2.4086 3.0804 -6.0011
C 1.9421 2.0380 -5.1931
Se 1.5079 0.8354 -2.5829
H -0.5634 0.1234 -0.6188
H 0.3160 3.8374 -2.8429
H 1.1074 5.6995 -4.2485
H 2.5554 5.2438 -6.2339
H 2.9446 2.8731 -6.9258
H 2.0742 1.0169 -5.5232
N 5.1077 2.4650 4.2779
C 4.2486 1.9772 3.3456
C 3.7120 0.6754 3.5129
C 2.8602 0.1911 2.5202
N 2.5242 0.8998 1.4318
C 3.0041 2.1380 1.2819
C 3.8618 2.7303 2.2108
H 5.4014 1.9064 5.0702
H 5.5408 3.3689 4.1763
H 3.9281 0.0616 4.3849
H 2.4091 -0.8020 2.6260
H 2.6800 2.6921 0.3909
H 4.2206 3.7503 2.0728
```

Atom charges from the Löwdin analysis, given in e for atoms 1 to 5: -0.16, 0.93, 0.78, 0.73, 0.01

***

Record 5
Density functional theory data (the ωB97M-V functional and the def2-TZVPD basis) for a cluster of 8 separate species, C22H43O10 in total.

Strongest force on any atom: 2.94 eV Å⁻¹
Net charge: -1
Highest occupied orbital energy: -0.22618 Eh

Geometry as XYZ:
```
75
C22H43O10 (the ωB97M-V functional and the def2-TZVPD basis)
O 0.0657 -0.0658 -0.2396
C -1.1645 0.4914 0.2042
O -1.3299 0.4362 1.4552
O -1.9293 0.9710 -0.6628
H 0.2146 -0.2561 0.7339
C -1.7446 0.8366 -4.1582
C -2.3621 -0.5501 -4.1812
O -2.0009 -1.3802 -4.9865
C -3.4009 -0.8474 -3.1439
H -1.8643 1.2334 -3.1494
H -2.1996 1.5360 -4.8638
H -0.7045 0.7960 -4.4788
H -4.3027 -0.2968 -3.4380
H -3.0838 -0.5537 -2.1433
H -3.6837 -1.8970 -3.2011
C 0.9129 2.2863 -2.4449
C 0.1861 3.5306 -2.8706
O 0.0951 3.8818 -4.0276
C -0.5025 4.2886 -1.7649
H 1.2737 2.3725 -1.4233
H 1.6431 1.9224 -3.1618
H 0.1193 1.5312 -2.4301
H -1.1701 5.0633 -2.1331
H 0.2460 4.7249 -1.0956
H -1.0745 3.6131 -1.1188
C -2.9023 -3.4960 1.5155
C -2.5869 -3.3318 0.0520
O -3.5043 -3.2876 -0.7351
C -1.1530 -3.1346 -0.3606
H -2.2182 -2.8870 2.1096
H -2.7793 -4.5260 1.8557
H -3.9121 -3.1554 1.7234
H -0.6283 -2.4655 0.3156
H -1.0717 -2.7183 -1.3646
H -0.6890 -4.1235 -0.4399
C -2.9823 -0.4766 4.2472
C -3.1217 -1.2105 5.5621
O -3.3922 -2.3899 5.5629
C -2.9523 -0.4877 6.8909
H -2.3555 -1.1528 3.6705
H -2.5969 0.5333 4.3195
H -3.9622 -0.4881 3.7691
H -2.4715 0.4846 6.7823
H -2.2445 -1.0521 7.5054
H -3.8900 -0.4515 7.4398
C 0.5869 -1.5361 2.9542
C 1.8690 -0.8979 2.4821
O 2.4694 -0.0891 3.1514
C 2.4942 -1.5012 1.2483
H 0.3420 -2.4024 2.3366
H -0.2582 -0.8497 2.8436
H 0.6858 -1.8684 3.9856
H 3.4214 -0.9828 1.0066
H 1.8180 -1.4151 0.3912
H 2.7066 -2.5686 1.3288
C 4.7374 2.2780 0.6674
C 3.3961 2.9771 0.5109
O 3.2879 3.9478 -0.2021
C 2.2547 2.4068 1.3148
H 5.3218 2.9727 1.2865
H 5.2672 2.2278 -0.2789
H 4.6481 1.3786 1.2741
H 2.0955 1.3469 1.1330
H 1.3297 2.9636 1.1764
H 2.5451 2.5706 2.3594
C 3.0996 -0.5621 -1.9937
C 3.2700 -0.0559 -3.4097
O 4.0521 0.8203 -3.6880
C 2.3325 -0.6347 -4.4454
H 3.9341 -0.2260 -1.3832
H 3.0248 -1.6487 -1.9515
H 2.1534 -0.1166 -1.6701
H 2.5811 -1.6884 -4.5957
H 2.4179 -0.1335 -5.4072
H 1.2919 -0.5644 -4.1227
```

Atom charges from the Löwdin analysis, given in e for atoms 1 to 5: -0.03, -0.76, -0.06, -0.03, 0.05

***

Record 6
Density functional theory data (the ωB97M-V functional and the def2-TZVPD basis) for a cluster of 3 separate species, C22H44BBr2F3N3O2P in total.

Expectation value of S²: 2.0083
Strongest force on any atom: 1.21 eV Å⁻¹
Highest occupied orbital energy (spin up / spin down): -0.29287 / -0.29286 Eh
Multiplicity: 3

Geometry as XYZ:
```
78
C22H44BBr2F3N3O2P (the ωB97M-V functional and the def2-TZVPD basis)
N 4.6253 2.7642 -1.9763
P 3.1467 2.4986 -2.4637
B 2.1202 1.2543 -1.3801
C 0.7291 0.6826 -1.7784
C 0.0008 1.3198 -2.9686
C -0.7665 2.5723 -2.5940
F -0.1352 3.2701 -1.6108
Br -0.8530 3.7506 -4.1600
C -2.2215 2.3045 -2.1216
F -2.9913 3.4152 -2.2127
F -2.7874 1.3352 -2.8694
Br -2.2716 1.7644 -0.2553
H 5.2818 2.5265 -2.7054
H 2.3647 3.6794 -2.5078
H 3.0055 2.0205 -3.7888
H 2.6394 0.9058 -0.3713
H 0.0839 0.6072 -0.9120
H 0.9390 -0.3562 -2.0476
H 0.6933 1.5498 -3.7648
H -0.7004 0.6114 -3.3902
C 6.1152 -3.7273 -1.8923
C 6.4731 -2.2168 -1.9354
C 7.9756 -1.9913 -1.7334
C 8.4522 -2.1486 -0.2920
C 7.6062 -1.2901 0.6443
C 6.1147 -1.5925 0.5239
N 5.6988 -1.4603 -0.9063
O 5.5219 -0.2300 -1.2303
C 5.8180 -2.9914 1.0866
C 5.3105 -0.5986 1.3483
C 6.0970 -1.6941 -3.3145
H 5.3485 -3.9475 -1.1550
H 5.7087 -4.0546 -2.8480
H 6.9824 -4.3516 -1.6734
H 8.2246 -0.9800 -2.0684
H 8.5172 -2.6768 -2.3877
H 8.4241 -3.1988 0.0114
H 9.4971 -1.8419 -0.2236
H 7.9124 -1.4396 1.6813
H 7.7780 -0.2345 0.4139
H 4.7673 -3.2490 0.9473
H 6.0220 -2.9955 2.1568
H 6.4228 -3.7805 0.6469
H 5.5371 0.4309 1.0814
H 5.5457 -0.7384 2.4031
H 4.2400 -0.7585 1.2127
H 5.0189 -1.7510 -3.4741
H 6.5902 -2.3120 -4.0643
H 6.4131 -0.6642 -3.4627
C -9.1138 1.1144 2.3927
C -7.9270 0.4234 3.1175
C -7.0478 1.4432 3.8487
C -6.1324 2.2581 2.9383
C -5.3161 1.3373 2.0330
C -6.1997 0.3907 1.2215
N -7.1006 -0.3582 2.1501
O -6.5039 -1.3510 2.7008
C -6.9860 1.1918 0.1718
C -5.3514 -0.6142 0.4580
C -8.5116 -0.5296 4.1502
H -9.1477 0.8720 1.3346
H -10.0640 0.7769 2.8029
H -9.0812 2.2005 2.4891
H -6.4260 0.9115 4.5751
H -7.6967 2.1063 4.4233
H -6.7129 2.9690 2.3443
H -5.4571 2.8574 3.5512
H -4.7004 1.9328 1.3570
H -4.6270 0.7530 2.6518
H -7.6740 0.5441 -0.3726
H -6.2866 1.6158 -0.5488
H -7.5542 2.0210 0.5853
H -4.6735 -1.1587 1.1113
H -4.7560 -0.0862 -0.2842
H -5.9815 -1.3381 -0.0598
H -9.0744 -1.3306 3.6698
H -9.1885 0.0330 4.7924
H -7.7445 -0.9775 4.7768
```

Atom charges from the Löwdin analysis, given in e for atoms 1 to 5: -0.34, 0.68, -0.20, -0.20, -0.23

***

Q: Number 2 is which compound?
A: C22H42ClF17N6O5P4